{"formula": "C18H49AlFO15P4S", "method": "the ωB97M-V functional and the def2-TZVPD basis", "de_lowest_ev": 0.000, "gap_ev": 5.7, "total_charge": -1, "max_force_ev_per_a": 8.5, "elements": ["O", "P", "Al", "S", "O", "O", "F", "H", "H", "H", "H", "O", "P", "O", "C", "C", "O", "C", "C", "O", "C", "C", "H", "H", "H", "H", "H", "H", "H", "H", "H", "H", "H", "H", "H", "H", "H", "O", "P", "O", "C", "C", "O", "C", "C", "O", "C", "C", "H", "H", "H", "H", "H", "H", "H", "H", "H", "H", "H", "H", "H", "H", "H", "O", "P", "O", "C", "C", "O", "C", "C", "O", "C", "C", "H", "H", "H", "H", "H", "H", "H", "H", "H", "H", "H", "H", "H", "H", "H"], "positions_angstrom": [[-6.603, -3.752, -2.633], [-6.478, -2.640, -3.676], [-4.203, -2.476, -4.333], [-4.300, -1.761, -6.568], [-4.071, -2.949, -7.418], [-5.667, -1.266, -6.864], [-3.267, -0.508, -6.916], [-6.929, -1.362, -3.202], [-7.243, -2.897, -4.865], [-3.618, -3.948, -4.183], [-3.422, -1.458, -3.395], [-2.136, 0.830, -1.648], [-2.705, 1.759, -0.591], [-1.912, 3.122, -1.098], [-2.345, 3.754, -2.297], [-3.674, 4.468, -2.116], [-1.678, 1.264, 0.617], [-1.264, -0.107, 0.687], [0.136, -0.256, 0.122], [-3.595, 2.656, 0.525], [-3.057, 3.237, 1.711], [-2.054, 4.351, 1.493], [-2.407, 3.022, -3.107], [-1.576, 4.480, -2.568], [-4.475, 3.756, -1.899], [-3.942, 5.019, -3.019], [-3.631, 5.167, -1.279], [-1.969, -0.757, 0.169], [-1.273, -0.405, 1.740], [0.238, 0.262, -0.833], [0.386, -1.308, -0.024], [0.871, 0.188, 0.798], [-2.656, 2.468, 2.371], [-3.920, 3.659, 2.236], [-1.104, 3.967, 1.124], [-1.855, 4.864, 2.438], [-2.425, 5.082, 0.776], [2.169, -1.632, -2.491], [3.400, -1.968, -3.313], [3.808, -0.434, -3.773], [4.345, 0.451, -2.797], [5.766, 0.078, -2.412], [2.574, -2.480, -4.649], [1.322, -3.167, -4.489], [0.141, -2.239, -4.682], [4.829, -2.617, -3.919], [5.129, -2.754, -5.309], [5.298, -1.453, -6.067], [3.698, 0.475, -1.915], [4.337, 1.450, -3.236], [5.795, -0.897, -1.916], [6.189, 0.819, -1.731], [6.404, 0.008, -3.294], [1.263, -3.641, -3.508], [1.303, -3.966, -5.233], [0.259, -1.309, -4.124], [-0.781, -2.727, -4.361], [0.037, -1.958, -5.731], [4.406, -3.405, -5.799], [6.083, -3.289, -5.342], [4.343, -0.949, -6.213], [5.719, -1.649, -7.056], [5.963, -0.771, -5.538], [1.712, 0.755, 4.562], [1.016, -0.209, 5.504], [-0.272, 0.713, 5.961], [-1.300, 0.971, 5.006], [-2.145, -0.261, 4.736], [2.041, -0.005, 6.791], [3.417, 0.305, 6.571], [3.670, 1.784, 6.801], [0.401, -1.601, 6.212], [0.330, -1.833, 7.620], [-0.619, -0.927, 8.377], [-0.864, 1.353, 4.078], [-1.929, 1.760, 5.423], [-1.548, -1.047, 4.264], [-2.977, -0.020, 4.071], [-2.544, -0.674, 5.663], [3.732, 0.001, 5.572], [4.005, -0.281, 7.282], [2.926, 2.402, 6.296], [4.661, 2.070, 6.443], [3.602, 2.019, 7.865], [1.324, -1.824, 8.065], [-0.031, -2.860, 7.720], [-0.228, 0.087, 8.456], [-0.761, -1.303, 9.394], [-1.592, -0.878, 7.889]], "forces_ev_per_angstrom": [[-0.22, 0.93, -0.59], [0.48, -1.10, 0.32], [0.47, -0.21, 1.29], [-3.03, -1.52, -2.08], [1.23, 1.77, 0.88], [2.01, 0.55, 0.87], [-0.42, -0.83, -0.20], [-0.30, -0.29, -0.35], [-0.21, 0.43, 0.47], [0.03, 0.01, -0.42], [-0.03, 0.25, -0.21], [-4.31, -0.27, -0.20], [7.73, 2.17, 2.65], [-0.79, 0.06, -0.13], [-0.03, 0.19, -0.21], [-0.11, -0.07, 0.04], [-1.20, -0.06, 0.27], [0.43, -0.08, -0.25], [0.18, 0.06, 0.08], [-1.81, -1.78, -2.36], [0.02, 0.21, 0.86], [0.35, -0.15, -0.22], [0.03, -0.03, 0.03], [0.07, -0.10, 0.11], [-0.01, 0.04, -0.06], [0.02, -0.05, 0.00], [0.04, 0.01, -0.04], [0.05, 0.11, -0.10], [-0.07, 0.20, 0.04], [-0.19, -0.17, -0.05], [0.02, 0.03, -0.03], [-0.04, -0.04, 0.06], [0.11, -0.08, -0.22], [-0.18, -0.10, -0.28], [-0.06, 0.01, -0.05], [-0.17, -0.10, 0.06], [-0.03, 0.00, 0.03], [2.80, -2.04, 2.63], [-2.98, 3.18, -6.99], [0.43, -0.56, 0.56], [0.14, 0.24, 0.13], [0.02, -0.12, 0.07], [0.84, -0.46, 0.52], [-0.48, 0.09, 0.05], [0.00, 0.21, -0.26], [-0.66, -0.23, 3.47], [0.30, -0.42, -0.82], [-0.38, 0.25, 0.06], [-0.04, -0.02, -0.04], [-0.11, -0.09, -0.09], [0.03, 0.05, 0.03], [-0.05, -0.02, -0.01], [-0.03, 0.04, 0.00], [0.10, 0.08, 0.01], [0.12, 0.09, -0.04], [0.01, -0.18, 0.18], [0.00, 0.03, -0.03], [-0.03, -0.08, -0.02], [-0.18, 0.16, 0.14], [-0.02, 0.02, 0.36], [0.03, 0.00, 0.06], [0.03, -0.17, 0.09], [0.03, -0.04, -0.01], [-1.01, -3.48, -1.84], [0.37, 4.30, 6.31], [0.34, -0.74, -0.50], [-0.39, 0.09, -0.24], [0.09, -0.10, -0.05], [-0.26, -0.68, -0.45], [0.15, 0.42, 0.00], [-0.04, 0.12, 0.13], [0.52, 0.23, -3.53], [0.05, -0.50, 0.86], [0.12, 0.43, -0.09], [0.05, 0.00, 0.03], [0.16, 0.00, 0.11], [-0.07, 0.01, -0.04], [0.06, 0.02, -0.01], [-0.01, 0.06, -0.01], [-0.11, 0.10, -0.01], [-0.17, -0.07, 0.05], [0.06, -0.16, -0.18], [0.00, -0.02, 0.04], [0.05, -0.02, 0.00], [0.02, 0.21, -0.16], [-0.02, 0.02, -0.36], [-0.03, -0.02, -0.06], [0.08, -0.15, -0.09], [0.00, -0.05, 0.01]]}

{"formula": "C18H49BBr2N3O11V2", "method": "the ωB97M-V functional and the def2-TZVPD basis", "spin_multiplicity": 2, "gap_ev": [3.5, 1.9], "total_charge": -2, "max_force_ev_per_a": 4.3, "s_squared": 0.77, "elements": ["O", "V", "O", "O", "V", "O", "O", "C", "C", "O", "H", "H", "H", "H", "O", "C", "C", "O", "H", "H", "H", "H", "B", "H", "H", "H", "H", "Br", "C", "C", "Br", "H", "H", "H", "H", "C", "C", "C", "O", "C", "N", "H", "H", "H", "H", "H", "H", "H", "H", "H", "H", "H", "C", "C", "C", "O", "C", "N", "H", "H", "H", "H", "H", "H", "H", "H", "H", "H", "H", "C", "C", "C", "O", "C", "N", "H", "H", "H", "H", "H", "H", "H", "H", "H", "H", "H"], "positions_angstrom": [[-2.919, -2.179, 1.093], [-1.323, -1.877, 1.305], [-0.465, -3.246, 1.157], [1.691, 1.507, 3.647], [1.098, 1.612, 2.189], [1.693, 2.867, 1.487], [-3.324, 2.818, 4.507], [-3.009, 3.689, 3.395], [-1.633, 3.541, 2.612], [-1.180, 2.182, 2.642], [-2.883, 4.660, 3.875], [-3.795, 3.544, 2.654], [-0.940, 4.267, 3.037], [-1.653, 3.889, 1.579], [-1.536, -0.933, 3.394], [-0.994, -1.360, 4.627], [-0.722, -0.300, 5.853], [-1.633, 0.842, 5.882], [-0.130, -2.013, 4.507], [-1.771, -2.092, 4.850], [0.298, 0.065, 5.726], [-0.689, -0.828, 6.806], [0.169, -0.155, 0.827], [0.253, -1.099, 0.310], [0.669, 0.595, 0.234], [-0.878, 0.022, 1.017], [0.704, -0.200, 1.763], [3.217, -0.287, -1.585], [1.694, 0.487, -2.610], [2.031, 1.847, -3.178], [0.397, 2.686, -4.051], [0.992, 0.688, -1.801], [1.174, -0.294, -3.163], [2.802, 1.877, -3.947], [2.336, 2.501, -2.362], [-3.815, 3.618, -1.559], [-3.617, 2.172, -1.594], [-2.604, 1.831, -2.621], [-2.637, 0.389, -2.947], [-2.602, 0.167, -4.358], [-3.363, 1.641, -0.332], [-4.288, 3.864, -2.510], [-2.833, 4.080, -1.459], [-4.503, 3.850, -0.746], [-4.567, 1.772, -1.948], [-1.603, 1.788, -2.192], [-2.669, 2.436, -3.526], [-1.675, 0.555, -4.779], [-3.505, 0.425, -4.911], [-2.664, -0.892, -4.606], [-3.136, 0.668, -0.478], [-2.568, 2.148, 0.030], [3.180, -1.486, 2.958], [4.031, -0.279, 2.515], [5.266, -0.754, 1.833], [5.847, 0.384, 1.294], [6.957, -0.013, 0.376], [3.200, 0.515, 1.601], [2.692, -1.183, 3.885], [3.632, -2.452, 3.178], [2.570, -1.865, 2.138], [4.256, 0.403, 3.335], [4.976, -1.441, 1.038], [5.984, -1.348, 2.398], [6.742, -0.619, -0.504], [7.648, -0.667, 0.907], [7.496, 0.878, 0.052], [3.035, -0.056, 0.785], [3.946, 1.118, 1.284], [-3.379, -2.970, -2.271], [-1.903, -3.063, -1.929], [-1.004, -3.157, -3.209], [0.353, -3.307, -2.804], [1.318, -3.521, -3.878], [-1.394, -1.888, -1.261], [-3.859, -2.668, -1.340], [-3.688, -3.969, -2.580], [-3.692, -2.272, -3.046], [-1.812, -3.838, -1.169], [-1.221, -2.493, -4.045], [-1.201, -4.159, -3.590], [1.391, -4.501, -4.350], [2.315, -3.314, -3.488], [1.162, -2.798, -4.679], [-1.543, -1.084, -1.853], [-0.389, -1.965, -1.326]], "forces_ev_per_angstrom": [[2.46, 0.26, 0.10], [-2.93, -0.53, 2.58], [-0.88, 1.02, 0.36], [0.10, 0.18, -0.02], [-2.96, -0.41, 2.36], [0.73, 1.64, -1.05], [1.05, 0.95, -1.61], [0.38, -1.73, 1.28], [0.78, -2.27, 0.97], [2.40, 0.74, -1.16], [-0.68, 0.73, -0.46], [-0.35, 0.56, -0.17], [0.50, -0.12, 0.67], [-0.94, 0.23, -0.61], [1.52, -0.49, -3.09], [-1.19, -0.40, 0.47], [-1.98, 2.27, -2.62], [1.41, -2.49, 0.58], [0.89, 0.17, -0.08], [-0.25, -0.25, 1.47], [0.54, 0.15, -0.31], [-0.47, -0.61, 0.29], [0.01, 0.23, -0.37], [1.32, -3.27, -1.68], [1.21, 2.92, -2.66], [-3.94, 1.46, 0.68], [1.69, -0.96, 3.65], [-0.38, 0.22, -1.25], [-0.88, 0.19, 1.46], [0.02, 0.09, -0.63], [1.20, -0.56, 0.50], [0.03, -0.06, 0.17], [0.73, 0.16, -0.67], [-0.21, -0.20, 0.00], [-0.29, 0.07, -0.12], [-0.27, 1.15, -0.19], [-1.47, -0.83, -1.44], [1.42, -2.06, -0.27], [-1.02, 0.15, -1.55], [-0.16, -0.84, 0.41], [0.22, -0.56, 0.96], [0.14, 0.65, -0.04], [-0.18, 0.62, 0.19], [0.29, 0.32, 0.06], [-0.28, -0.46, -0.19], [0.10, 1.44, 0.14], [0.06, -0.05, -0.11], [-0.17, 0.26, -0.29], [-0.13, 1.29, 0.16], [0.64, -0.46, 0.72], [0.25, -0.33, 0.77], [0.38, -0.37, 0.89], [0.31, -0.18, 0.60], [-1.50, -1.67, 1.07], [-0.19, -0.38, -0.56], [3.06, -0.20, -2.68], [-0.37, 0.53, 1.37], [0.75, -0.11, -0.13], [-0.90, -0.25, -0.50], [1.23, 0.26, 0.40], [-0.85, 0.83, 0.10], [0.10, -0.27, 0.25], [-0.31, -0.20, -0.48], [0.02, 0.20, 0.78], [-1.14, 0.23, -0.12], [0.18, 0.18, 0.50], [-0.27, 0.07, 0.18], [-0.37, -0.27, -0.04], [-0.61, 1.28, -0.57], [0.04, -0.17, 0.32], [0.63, 1.49, -1.22], [-0.48, -3.86, 0.73], [1.51, 0.54, -1.08], [-0.44, 1.04, 0.74], [0.59, 1.08, 0.83], [-0.30, -0.21, -0.02], [-0.34, -0.03, 0.10], [0.42, 0.19, -0.06], [0.51, -0.59, -0.61], [0.25, 0.79, 0.43], [-0.63, -0.30, -0.69], [-0.73, -0.43, 0.35], [-0.15, 0.05, 0.37], [-0.21, 0.16, -0.15], [-0.73, 0.61, 0.04], [0.43, -0.26, 0.45]]}

{"formula": "C18H49F6O7PZr", "method": "the ωB97M-V functional and the def2-TZVPD basis", "spin_multiplicity": 2, "gap_ev": [6.6, 8.0], "total_charge": 1, "max_force_ev_per_a": 5.0, "s_squared": 0.75, "elements": ["Zr", "O", "H", "P", "F", "F", "F", "F", "F", "F", "C", "C", "C", "O", "H", "H", "H", "H", "H", "H", "H", "H", "C", "C", "C", "O", "H", "H", "H", "H", "H", "H", "H", "H", "C", "C", "C", "O", "H", "H", "H", "H", "H", "H", "H", "H", "C", "C", "C", "O", "H", "H", "H", "H", "H", "H", "H", "H", "C", "C", "C", "O", "H", "H", "H", "H", "H", "H", "H", "H", "C", "C", "C", "O", "H", "H", "H", "H", "H", "H", "H", "H"], "positions_angstrom": [[-0.826, 1.912, 0.592], [-0.086, 0.143, -0.107], [0.528, -0.482, -0.539], [2.386, 3.150, -1.412], [1.146, 2.469, -0.652], [3.227, 3.170, 0.045], [2.799, 1.617, -1.861], [3.644, 3.831, -2.161], [1.464, 3.405, -2.768], [1.818, 4.620, -0.957], [1.290, -0.815, -3.327], [0.491, 0.425, -3.939], [0.270, 0.335, -5.413], [-0.794, 0.511, -3.264], [0.878, -1.793, -3.576], [1.365, -0.795, -2.239], [2.295, -0.887, -3.743], [1.010, 1.374, -3.803], [1.187, 0.071, -5.940], [-0.016, 1.273, -5.888], [-0.423, -0.468, -5.662], [-1.311, -0.249, -3.538], [-4.020, -1.051, -0.200], [-3.483, 0.326, -0.732], [-4.592, 1.060, -1.450], [-2.868, 1.193, 0.225], [-4.477, -1.609, -1.017], [-4.775, -0.977, 0.583], [-3.279, -1.742, 0.201], [-2.718, 0.063, -1.462], [-5.494, 1.200, -0.854], [-4.852, 0.459, -2.321], [-4.371, 2.092, -1.723], [-3.628, 1.511, 0.717], [-0.114, -0.881, 3.563], [-1.355, -0.560, 2.756], [-2.653, -0.914, 3.534], [-1.298, 0.834, 2.480], [-0.060, -0.400, 4.539], [0.738, -0.559, 2.964], [0.075, -1.948, 3.685], [-1.294, -1.115, 1.820], [-2.665, -1.918, 3.958], [-3.571, -0.822, 2.954], [-2.778, -0.270, 4.405], [-1.361, 1.238, 3.348], [-1.255, -3.757, -0.429], [-1.572, -4.550, -1.689], [-3.071, -4.569, -2.017], [-0.862, -3.908, -2.676], [-1.265, -2.673, -0.541], [-0.288, -3.958, 0.033], [-2.020, -3.998, 0.309], [-1.205, -5.560, -1.507], [-3.442, -3.566, -2.230], [-3.651, -4.928, -1.167], [-3.331, -5.209, -2.860], [0.062, -4.162, -2.715], [2.030, 2.544, 3.998], [1.189, 3.094, 2.862], [1.780, 4.381, 2.381], [1.002, 2.066, 1.875], [3.049, 2.374, 3.650], [1.638, 1.618, 4.419], [2.218, 3.259, 4.799], [0.218, 3.379, 3.265], [1.335, 4.845, 1.501], [2.807, 4.218, 2.054], [1.686, 5.114, 3.182], [1.787, 1.525, 1.985], [4.686, 0.044, 0.307], [3.296, 0.009, 0.915], [2.703, -1.368, 0.706], [3.451, 0.268, 2.258], [5.335, -0.662, 0.825], [5.245, 0.966, 0.469], [4.556, -0.221, -0.742], [2.718, 0.771, 0.393], [2.582, -1.710, -0.321], [1.689, -1.377, 1.104], [3.174, -2.215, 1.205], [4.273, -0.112, 2.577]], "forces_ev_per_angstrom": [[3.42, -3.35, -1.35], [-0.95, 1.09, 1.06], [-0.59, 0.96, 0.09], [1.99, 3.17, -1.90], [-2.31, -0.62, 0.89], [-0.58, -1.21, -1.52], [0.04, 1.61, 0.60], [-0.59, -1.02, 0.64], [0.57, -1.37, 0.90], [0.04, -0.37, 0.38], [-0.15, 0.76, -0.90], [0.15, -1.21, 0.91], [0.44, -0.65, -1.11], [0.39, 0.56, 0.21], [-0.69, 0.14, -0.20], [0.04, 0.40, -0.09], [0.18, 0.43, 0.11], [-0.03, -0.24, 0.81], [0.28, -0.10, 0.17], [-0.44, 0.00, 0.36], [-0.29, 0.06, -0.07], [0.04, -0.20, -0.19], [0.38, 0.47, 0.52], [-0.76, -2.33, -1.84], [-0.44, 0.36, 0.08], [-0.20, 0.40, 0.69], [-0.03, 0.34, -0.19], [-0.20, 0.41, -0.04], [0.46, 0.38, -0.08], [0.32, 0.35, 0.19], [-0.16, -0.52, 0.32], [-0.11, 0.32, -0.07], [0.61, -0.18, -0.44], [-0.08, 0.41, 0.65], [0.79, -0.30, -0.56], [-0.44, -2.34, 1.29], [0.09, 0.35, -0.22], [-0.93, 1.08, -0.15], [-0.23, 0.07, 0.05], [0.16, 0.24, 0.15], [-0.47, -0.07, 0.15], [-0.14, 0.41, -0.17], [0.41, -0.11, -0.30], [0.12, 0.10, -0.27], [0.17, 0.27, 0.09], [0.07, 0.51, 0.20], [-0.84, -0.02, 1.41], [-0.11, 0.28, 1.55], [0.16, 0.01, 0.13], [0.52, 0.59, -2.56], [-0.25, 0.07, -0.58], [0.13, -0.42, -0.25], [0.05, -0.01, 0.45], [-0.15, -0.32, -0.26], [0.17, 0.14, -0.12], [0.14, -0.10, 0.12], [0.28, 0.05, -0.07], [-0.06, -0.20, 0.18], [0.59, -0.08, 0.22], [-0.19, 1.00, 1.56], [0.60, 0.47, -1.05], [-0.46, 0.85, 0.28], [-0.05, -0.37, -0.34], [-0.01, 0.01, -0.02], [-0.63, 0.18, -0.01], [-0.66, -0.46, -0.02], [-0.48, -0.29, -0.09], [0.15, 0.21, 0.40], [0.32, -0.08, 0.07], [0.49, -0.84, -0.60], [0.17, -0.07, -0.36], [2.10, -1.20, -1.82], [-1.46, -0.73, 0.00], [-1.26, 1.03, 2.11], [-0.16, -0.70, -0.17], [-0.58, 0.45, -0.45], [0.68, 0.17, -0.07], [-0.27, 0.05, 0.44], [0.27, 0.45, -0.33], [-0.23, 0.04, 0.15], [0.63, 0.38, 0.24], [0.05, -0.03, -0.01]]}